a.
C4H6N2 | wB97M-V/def2-TZVPD

Element x y z (Å)
C  -1.31588  -0.70865  -0.17792
C  -0.31304  1.10294  0.68154
C  0.06020  -0.32078  0.60583
C  1.33346  -0.34962  -0.17766
N  1.63994  0.81410  -0.60481
N  0.61152  1.62429  -0.10077
H  -2.18760  -0.68481  0.47820
H  -1.55969  -0.13731  -1.07427
H  -1.11954  -1.72368  -0.46944
H  0.04269  -0.91458  1.50509
H  1.96510  -1.18985  -0.42083
H  0.68281  2.59338  -0.32964

M in g mol⁻¹: 82.11
HOMO level in hartree: -0.323
LUMO energy in eV: 0.8

***

b.
C4H6N2 | wB97M-V/def2-TZVPD

Element x y z (Å)
N  1.59916  -0.44096  0.41545
C  0.28493  -0.25093  -0.09500
C  0.01650  0.19534  -1.51938
C  -0.22445  1.23671  -0.49674
C  -0.79482  -0.45312  0.70740
N  -1.57965  -0.51998  1.63999
H  1.68093  -0.07864  1.35802
H  1.87154  -1.41710  0.41523
H  -0.73993  -0.34445  -2.09302
H  0.97044  0.30078  -2.03246
H  -1.78586  0.41870  1.99225
H  -1.29879  1.35366  -0.29174

M in g mol⁻¹: 82.11
HOMO level in hartree: -0.286
LUMO energy in eV: 0.6

***

c.
C4H6N2 | wB97M-V/def2-TZVPD

Element x y z (Å)
C  0.91127  -1.09573  0.00554
C  0.58655  0.64233  0.44032
N  1.27702  1.64294  -0.14021
N  -3.08674  -0.22807  -0.02985
C  -0.63744  0.27159  0.01551
C  -1.85871  -0.09638  0.06433
H  2.21939  1.83394  0.15232
H  0.86255  2.24666  -0.83987
H  -3.48359  -1.00614  0.49980
H  1.88669  -0.92419  -0.43894
H  0.99641  -1.59460  0.96346
H  0.32661  -1.69236  -0.69240

M in g mol⁻¹: 82.11
HOMO level (spin up / spin down) in hartree: -0.276 / -0.276
LUMO energy (spin up / spin down) in eV: -0.1 / -0.1
Structure (SMILES): CC(N)=C=C=N

***

d.
C4H6N2 | wB97M-V/def2-TZVPD

Element x y z (Å)
C  -0.93083  0.20367  0.97650
N  0.24039  0.15187  0.08881
C  0.08963  0.18418  -1.39113
C  0.67763  -1.08020  -0.91176
C  1.48583  0.23072  0.63623
N  2.45215  0.32236  1.27383
H  -0.69647  -0.35193  1.88609
H  -1.77335  -0.26833  0.46431
H  -1.18380  1.23896  1.22873
H  0.69912  0.94101  -1.88817
H  -0.97181  0.26657  -1.64264
H  -0.08849  -1.83888  -0.72080

M in g mol⁻¹: 82.11
HOMO level in hartree: -0.303
LUMO energy in eV: 0.6

***

Stability, lowest: c

***

a.
C4H6N2 | wB97M-V/def2-TZVPD

Element x y z (Å)
C  -2.44634  -0.06702  0.03623
C  1.84113  0.12726  -0.43876
C  0.92569  0.97621  0.36433
C  0.47688  -0.35179  0.02695
N  -1.53379  0.80212  -0.11495
N  -0.35599  0.54536  -0.65625
H  -3.32117  0.19956  0.44346
H  -2.46339  -1.05104  -0.23630
H  2.06071  0.23853  -1.52337
H  2.76157  -0.27768  -0.04426
H  0.87864  1.61041  1.18076
H  0.26228  -1.16082  0.56248

M in g mol⁻¹: 82.11
HOMO level in hartree: -0.312
LUMO energy in eV: 1.2
Structure (SMILES): C=NN1[C@@H]2C[C@@H]21

***

b.
C4H6N2 | wB97M-V/def2-TZVPD

Element x y z (Å)
N  2.91514  0.36484  -1.32373
C  2.09115  0.00537  -0.60159
C  1.00692  -0.58346  0.17739
C  -0.18471  0.35432  0.36225
C  -1.39782  0.22493  -0.46989
N  -1.39127  -0.24849  0.91232
H  0.82658  -1.44673  -0.47997
H  1.35960  -0.97105  1.14125
H  0.07357  1.36195  0.69128
H  -1.44230  -0.56264  -1.21615
H  -1.94927  1.12888  -0.71767
H  -1.88452  0.40625  1.51396

M in g mol⁻¹: 82.11
HOMO level in hartree: -0.377
LUMO energy in eV: 0.9
Structure (SMILES): N#CC[C@H]1CN1

***

Stability, lowest: a

***

a.
C6H10IN2 | wB97M-V/def2-TZVPD

Element x y z (Å)
C  -0.84714  -1.74200  -0.25434
C  -2.60870  -0.25125  0.05277
C  -0.59570  -3.02992  -0.56250
C  0.08918  -0.70373  0.26419
C  -1.51420  1.13451  0.22900
C  0.91486  1.50124  -0.02549
N  -2.17647  -1.38862  -0.23317
N  -0.24432  0.63851  -0.32587
I  -4.57512  0.18727  0.05718
H  -1.37598  -3.64978  -0.75785
H  0.35985  -3.41148  -0.60683
H  -0.06814  -0.69376  1.39917
H  1.07229  -0.97144  0.10691
H  -1.99749  1.90619  -0.33780
H  -1.37708  1.44581  1.22792
H  1.78099  0.76706  0.10017
H  1.11702  2.17277  -0.80415
H  0.79403  1.95426  1.02565
H  -0.44440  0.63389  -1.32722

M in g mol⁻¹: 237.06
Net charge: +1
HOMO level in hartree: -0.467
LUMO energy in eV: -3.4
Structure (SMILES): C=C1C[N@H+](C)CC(I)=N1

***

b.
C6H10IN2 | wB97M-V/def2-TZVPD

Element x y z (Å)
C  -2.17677  1.25599  -1.41777
C  -1.34033  2.23685  -1.16206
C  -2.24624  -0.12083  -1.01088
C  -0.18400  2.13796  -0.28202
C  -1.18045  -0.88269  -1.05024
C  0.06214  1.24020  0.64579
N  2.04665  -1.84806  1.09431
N  0.62925  0.23768  1.18253
I  -1.19220  -2.85385  -0.40636
H  -2.98501  1.60410  -2.10814
H  -1.39201  3.13023  -1.64053
H  -3.24556  -0.65396  -0.82477
H  0.69933  2.90401  -0.02420
H  -0.18072  -0.35350  -1.20888
H  2.16930  -2.10680  0.09280
H  2.89446  -1.82305  1.64513
H  1.33244  -2.54876  1.38741
H  0.52487  0.35647  2.23321
H  1.39445  -0.81749  1.05833

M in g mol⁻¹: 237.06
Net charge: +1
HOMO level in hartree: -0.447
LUMO energy in eV: -3.6

***

Stability, lowest: b

***

a.
C7H12 | wB97M-V/def2-TZVPD

Element x y z (Å)
C  2.20110  -0.73509  -0.94480
C  0.74330  -0.32415  -1.08155
C  -0.26183  -1.05472  -0.14646
C  -0.69588  0.30466  0.40317
C  -2.09929  0.75721  0.65750
C  -1.12557  0.62434  1.79887
C  0.35681  1.03440  -0.43190
H  2.36329  -1.76081  -1.29700
H  2.51642  -0.68897  0.10604
H  2.85915  -0.07194  -1.51922
H  0.43208  -0.37587  -2.13164
H  -1.04613  -1.62899  -0.65223
H  0.22547  -1.70183  0.59394
H  -2.89791  0.02298  0.57785
H  -2.37864  1.75903  0.33840
H  -1.25724  -0.20348  2.49216
H  -0.73891  1.53482  2.25121
H  1.16868  1.47948  0.15764
H  -0.03285  1.79341  -1.11942

M in g mol⁻¹: 96.17
HOMO level in hartree: -0.359
LUMO energy in eV: 1.2
Structure (SMILES): CC1CC2(CC2)C1

***

b.
C7H12 | wB97M-V/def2-TZVPD

Element x y z (Å)
C  0.41309  -1.67941  -1.96248
C  -0.07928  -1.57971  -0.50096
C  0.60798  -0.47990  0.12326
C  1.73687  -0.85131  0.80555
C  -1.63375  2.58896  0.98549
C  -0.80985  1.31453  1.25807
C  0.20784  0.82464  0.51649
H  -0.35273  -2.30353  -2.53736
H  0.64958  -0.64537  -2.42094
H  1.27404  -2.37513  -2.07102
H  0.12006  -2.63161  -0.07829
H  -1.15433  -1.32609  -0.52564
H  2.17315  -1.78136  0.42747
H  2.50483  -0.01200  1.02884
H  -2.58422  2.57306  1.50891
H  -1.58579  2.58449  -0.15036
H  -1.08559  3.42383  1.42896
H  -1.23214  0.75552  2.08143
H  0.83023  1.60037  0.08258

M in g mol⁻¹: 96.17
HOMO level in hartree: -0.303
LUMO energy in eV: 0.7
Structure (SMILES): C=C(/C=C/C)CC

***

Stability, lowest: b